(1)
Computed, not measured: a 5-piece molecular cluster, C2H14NO4 overall, with ωB97M-V/def2-TZVPD.

Calculated values
LUMO energy: -4.0111 eV
Orbital gap: 0.350 Ha
ΔE to the lowest compared entry with this formula, charge and spin: 29.0 kcal/mol
Total charge: +1
DFT total energy: -440.0432 hartree

XYZ file:
```
21
Properties=species:S:1:pos:R:3:forces:R:3:lowdin_charge:R:1
C -1.498 -1.876 -2.747 0.225 -0.002 -1.036 -0.0047
C -1.973 -0.147 -1.126 0.623 1.062 0.523 0.1287
N -1.250 -1.104 -1.545 -0.656 -0.316 0.598 0.0013
H -2.484 -1.645 -3.126 -0.467 -0.263 0.314 0.1009
H -1.343 -2.936 -2.561 -0.224 0.087 0.098 0.1089
H -0.864 -1.590 -3.594 0.454 0.120 0.548 0.1094
H -2.804 0.314 -1.639 -0.138 -0.600 -0.361 0.1238
H -1.681 0.327 -0.188 0.006 -0.225 -0.121 0.1119
H -0.518 -1.388 -0.894 0.468 0.040 -0.410 0.1453
H 2.866 0.575 6.375 -0.133 -0.709 0.796 0.0197
H 3.026 1.858 5.686 0.107 0.554 -0.235 0.0281
O 3.051 0.919 5.513 0.008 0.153 -0.575 -0.0471
H -1.182 1.820 -3.396 -0.503 0.370 -0.694 0.0571
H 0.032 1.483 -2.616 0.270 0.024 0.329 0.0684
O -0.912 1.632 -2.505 0.326 -0.173 0.277 -0.0273
H -0.029 -0.377 1.989 -0.403 -0.187 0.851 0.0470
H -0.313 1.204 2.244 0.097 -0.840 0.237 0.0754
O 0.137 0.520 1.726 0.144 1.120 -0.904 -0.0482
H 2.363 -0.925 0.082 0.736 -0.942 -0.366 0.0448
H 1.546 0.194 0.387 -0.793 0.458 -0.210 0.0176
O 1.613 -0.483 -0.303 -0.148 0.269 0.342 -0.0610
```
Forces are in eV/Å.

---

(2)
Computed, not measured: a 2-piece molecular cluster, C4H7FN2O overall, with ωB97M-V/def2-TZVPD.

Calculated values
LUMO energy (alpha / beta): 0.6826 / -0.6252 eV
Orbital gap (alpha / beta): 0.352 / 0.234 Ha
ΔE to the lowest compared entry with this formula, charge and spin: 164.0 kcal/mol
DFT total energy: -440.9899 hartree

XYZ file:
```
15
Properties=species:S:1:pos:R:3:forces:R:3:lowdin_charge:R:1
C 0.806 -0.851 -1.664 4.258 -2.613 3.439 -0.3677
C 0.723 0.821 2.384 -3.345 -0.186 -0.855 -0.0827
C -0.225 -0.459 2.444 -1.171 1.657 0.915 -0.0993
C -0.035 0.271 1.197 -0.210 1.502 0.137 -0.2232
N -0.812 -0.019 -3.345 0.668 -1.387 0.304 0.0582
N -0.234 -0.331 -2.000 -7.111 4.251 -1.121 -0.0313
O 1.723 -1.543 -1.918 0.948 -0.247 -0.995 0.1082
F -1.128 1.080 0.741 1.278 -1.290 0.329 -0.0705
H 0.160 1.605 2.891 0.638 0.341 -0.326 0.0918
H 1.763 0.833 2.473 1.353 -0.430 0.123 0.0680
H 0.337 -1.358 2.645 -0.665 -0.416 -0.027 0.0887
H -1.246 -0.138 2.958 2.306 -1.460 -0.837 0.1500
H -0.570 -0.854 -3.936 -0.086 1.654 0.380 0.0984
H -0.392 0.880 -3.606 0.068 -0.881 -0.430 0.0788
H -0.872 0.063 -1.265 1.072 -0.495 -1.036 0.1326
```
Forces are in eV/Å.

---

(3)
Computed, not measured: an isolated ion of composition C12H18N3O2 and charge +1, with ωB97M-V/def2-TZVPD.

Calculated values
Structure (SMILES): [H]/N=C(\C)Cc1cccn[n+]1CCOC(=O)CC
LUMO energy: -4.7931 eV
Orbital gap: 0.301 Ha
ΔE to the lowest compared entry with this formula, charge and spin: 35.5 kcal/mol
Total charge: +1
DFT total energy: -782.5289 hartree

XYZ file:
```
35
Properties=species:S:1:pos:R:3:forces:R:3:lowdin_charge:R:1
H -5.486 -0.686 0.896 -0.017 0.028 -0.022 0.0814
N -4.638 -0.148 0.712 -0.106 0.027 -0.001 0.1647
C -3.602 -0.791 1.036 0.093 -0.094 0.026 -0.4307
C -3.572 -2.198 1.588 0.203 0.046 -0.012 -0.0172
C -2.277 -0.069 0.827 0.002 -0.047 0.072 -0.0652
C -1.778 -0.111 -0.589 -0.034 0.007 0.072 -0.1158
C -2.555 -0.545 -1.667 -0.076 -0.023 -0.108 0.0567
C -2.018 -0.520 -2.923 0.242 0.080 -0.133 0.0373
C -0.702 -0.048 -3.070 -0.301 -0.109 -0.015 -0.0403
N 0.008 0.371 -2.055 0.047 -0.004 0.065 0.1512
N -0.540 0.328 -0.849 -0.017 0.021 -0.128 -0.0181
C 0.324 0.844 0.236 0.183 -0.088 -0.012 -0.0513
C 1.701 1.281 -0.246 -0.019 -0.116 0.199 -0.1789
O 2.333 1.679 0.959 -0.022 0.181 -0.102 -0.0283
C 3.691 1.992 0.906 0.134 0.108 0.043 -0.4588
O 4.062 3.012 1.395 -0.132 -0.254 -0.027 0.1729
C 4.578 0.925 0.316 0.004 -0.146 -0.164 -0.1470
C 4.377 -0.441 0.987 0.029 0.009 -0.158 -0.0732
H -2.578 -2.492 1.929 -0.070 0.044 -0.003 0.0787
H -3.875 -2.907 0.813 -0.063 0.029 0.083 0.0917
H -4.257 -2.286 2.433 -0.043 -0.034 -0.092 0.0937
H -1.520 -0.477 1.502 -0.012 0.078 -0.077 0.1226
H -2.424 0.985 1.091 0.011 -0.070 0.007 0.1479
H -3.573 -0.865 -1.491 0.070 0.018 0.051 0.1274
H -2.572 -0.841 -3.796 -0.023 -0.001 0.081 0.1332
H -0.216 0.001 -4.036 0.029 0.025 0.077 0.1351
H 0.460 0.042 0.965 -0.057 0.107 0.000 0.1442
H -0.198 1.675 0.714 0.067 -0.044 0.013 0.1511
H 2.218 0.449 -0.729 -0.049 0.074 -0.011 0.1140
H 1.640 2.123 -0.939 -0.007 -0.064 -0.031 0.1416
H 4.381 0.825 -0.757 0.035 0.112 0.049 0.1170
H 5.607 1.271 0.409 -0.101 0.034 0.093 0.1263
H 3.476 -0.938 0.618 0.011 0.057 0.131 0.0650
H 4.307 -0.350 2.071 0.044 -0.031 -0.041 0.0889
H 5.219 -1.091 0.743 -0.054 0.035 0.073 0.0823
```
Forces are in eV/Å.

---

(4)
Computed, not measured: a 2-piece molecular cluster, C10H15N2O2 overall, with ωB97M-V/def2-TZVPD.

Calculated values
LUMO energy: -3.9175 eV
Orbital gap: 0.331 Ha
ΔE to the lowest compared entry with this formula, charge and spin: 52.3 kcal/mol
Total charge: +1
DFT total energy: -649.6876 hartree

XYZ file:
```
29
Properties=species:S:1:pos:R:3:forces:R:3:lowdin_charge:R:1
C -1.811 -1.272 0.627 -0.567 0.927 -0.176 -0.1659
C -2.203 0.709 1.311 -0.621 1.143 2.381 -0.0639
C -2.359 0.708 -0.018 0.045 0.215 0.355 -0.3004
C 1.308 0.705 -1.299 -1.219 2.393 -0.419 -0.2967
C 1.944 1.440 -0.047 1.760 -4.304 -0.837 -0.0066
C 1.751 0.484 1.167 2.168 -1.724 -1.377 -0.0096
C 0.742 -0.558 -0.860 1.112 -0.048 0.143 -0.2414
C -2.845 1.842 -0.836 -0.162 -0.924 -0.419 0.0012
C -0.059 -1.271 -1.636 1.024 3.032 -0.527 0.1676
C 2.334 -1.884 0.479 0.403 -1.463 2.487 0.0193
N -2.060 -0.562 -0.460 -0.411 -1.829 1.592 0.1251
N 1.224 -0.855 0.496 1.404 -0.410 0.298 -0.0622
O 1.094 1.189 -2.405 0.924 -0.703 1.981 0.1174
O -1.844 -0.516 1.800 -0.194 -0.820 -2.232 0.0230
H -1.664 -2.361 0.737 0.006 0.872 -0.134 0.1591
H 2.977 1.671 -0.278 0.315 -0.151 0.155 0.1318
H 1.486 2.311 0.096 -2.097 3.556 0.496 0.0766
H 2.679 0.165 1.799 -1.619 0.845 -1.401 0.1650
H 0.974 0.699 1.824 -1.236 1.048 1.050 0.0921
H -3.773 1.646 -1.351 -0.345 -0.199 0.022 0.0975
H -2.905 2.748 -0.316 -0.597 1.077 1.505 0.0725
H -2.157 2.147 -1.562 1.321 -0.152 -1.575 0.0643
H -2.492 1.429 2.099 0.517 -0.400 -0.801 0.1564
H -0.340 -2.234 -1.506 -1.133 -2.664 0.456 0.0676
H -0.398 -0.671 -2.483 0.272 -0.702 -0.246 0.1237
H 2.209 -2.557 -0.342 -0.456 -0.498 -0.314 0.0884
H 3.346 -1.493 0.378 -0.336 0.812 -0.163 0.1028
H 2.388 -2.475 1.496 -0.508 1.158 -1.967 0.1512
H 0.452 -1.185 1.090 0.229 -0.087 -0.334 0.1441
```
Forces are in eV/Å.

---

(5)
Computed, not measured: C48H40IMoN8O4P as an isolated structure, with ωB97M-V/def2-TZVPD.

Calculated values
LUMO energy (alpha / beta): -6.5924 / -6.2150 eV
Orbital gap (alpha / beta): 0.229 / 0.234 Ha
Total charge: +2
DFT total energy: -3299.0457 hartree

XYZ file:
```
103
Properties=species:S:1:pos:R:3:forces:R:3:lowdin_charge:R:1
Mo -0.332 0.126 -0.811 0.205 0.070 0.330 1.5126
O 3.448 1.556 -0.701 -0.092 -0.058 -0.063 0.0931
C 2.704 0.825 -0.088 0.099 0.009 -0.072 -0.4001
N 1.303 1.064 -0.027 -0.284 0.093 -0.370 -0.0977
C 0.948 2.308 0.531 0.002 -0.022 0.138 -0.2395
C 1.675 3.503 0.565 0.127 -0.149 0.054 -0.0134
C 1.108 4.616 1.155 0.033 0.005 -0.009 -0.0560
C -0.165 4.561 1.720 -0.011 0.011 0.022 -0.0550
C -0.890 3.385 1.711 0.019 -0.037 0.041 0.0027
C -0.326 2.258 1.112 -0.008 0.002 0.052 -0.2230
N -0.927 1.012 0.914 -0.050 0.135 -0.153 -0.0589
C -1.942 0.586 1.742 0.026 -0.018 0.043 -0.4243
O -2.376 1.164 2.707 -0.019 0.009 0.003 0.1371
C -2.448 -0.755 1.339 -0.025 0.012 -0.023 -0.1919
C -3.392 -1.416 2.100 0.012 0.000 -0.028 0.0465
C -3.842 -2.651 1.664 -0.017 -0.002 0.037 0.0033
C -3.326 -3.162 0.483 0.023 0.010 -0.028 -0.0051
C -2.374 -2.436 -0.206 0.007 -0.012 0.020 -0.1313
N -1.930 -1.238 0.206 0.040 0.116 -0.038 -0.0061
C 3.277 -0.277 0.753 -0.100 0.040 0.081 -0.2248
C 4.657 -0.428 0.764 -0.014 -0.008 0.048 0.0123
C 5.204 -1.357 1.632 0.051 -0.013 -0.011 -0.0312
C 4.356 -2.092 2.442 -0.007 -0.004 0.003 -0.0256
C 2.988 -1.880 2.337 -0.004 0.041 -0.030 -0.1178
N 2.446 -0.988 1.512 0.105 -0.023 0.029 0.1129
H 2.667 3.553 0.143 0.025 0.015 -0.025 0.1109
H 1.665 5.543 1.175 -0.005 0.001 0.004 0.1150
H -0.591 5.445 2.175 -0.002 -0.001 -0.003 0.1152
H -1.867 3.334 2.164 -0.012 0.000 -0.007 0.1127
H -3.748 -0.940 3.003 -0.003 -0.006 0.001 0.1375
H -4.578 -3.203 2.232 -0.003 0.000 -0.008 0.1292
H -3.639 -4.121 0.095 -0.005 -0.001 0.012 0.1273
H -1.939 -2.851 -1.104 -0.020 -0.002 -0.011 0.0993
H 5.272 0.187 0.123 -0.012 0.008 -0.010 0.1270
H 6.276 -1.496 1.683 -0.006 -0.006 0.001 0.1223
H 4.739 -2.816 3.148 -0.002 0.001 -0.002 0.1168
H 2.302 -2.448 2.954 -0.007 -0.007 -0.001 0.1070
N -1.586 -0.784 -2.496 0.057 -0.127 -0.026 -0.0325
C -1.053 -1.959 -3.195 -0.050 -0.007 -0.029 -0.3432
C -1.663 -2.361 -4.375 0.010 -0.018 0.009 -0.0158
C -1.092 -3.370 -5.133 -0.027 0.017 0.007 -0.0253
C 0.090 -3.965 -4.716 0.009 -0.010 0.011 -0.0297
C 0.686 -3.567 -3.531 -0.048 0.023 -0.022 -0.0624
C 0.112 -2.568 -2.739 0.064 -0.111 -0.127 -0.3019
P 0.889 -2.058 -1.168 -0.077 0.240 0.135 1.0587
C 2.650 -2.262 -1.518 0.072 -0.068 -0.026 -0.3735
C 3.259 -1.419 -2.451 -0.020 -0.024 0.008 -0.0927
C 4.594 -1.586 -2.769 0.022 -0.007 0.009 -0.0520
C 5.333 -2.596 -2.162 0.018 0.028 -0.018 -0.0524
C 4.733 -3.432 -1.234 -0.028 -0.011 0.032 -0.0559
C 3.393 -3.268 -0.908 0.059 0.028 -0.017 -0.0785
C 0.440 -3.359 0.027 -0.017 -0.076 -0.083 -0.3759
C 0.190 -3.023 1.356 0.003 -0.003 0.028 -0.1424
C -0.222 -3.994 2.256 0.003 0.015 0.003 -0.0605
C -0.388 -5.307 1.839 -0.004 -0.013 0.002 -0.0511
C -0.136 -5.651 0.518 0.003 0.016 -0.006 -0.0503
C 0.273 -4.682 -0.386 0.003 -0.007 0.051 -0.0785
H -2.487 -1.016 -2.086 -0.021 -0.016 -0.007 0.0837
H -1.798 -0.068 -3.190 -0.006 0.011 -0.004 0.0983
H -2.551 -1.849 -4.725 0.005 -0.005 -0.012 0.1332
H -1.555 -3.666 -6.064 -0.002 -0.002 -0.002 0.1237
H 0.557 -4.730 -5.322 -0.001 0.002 0.001 0.1219
H 1.622 -4.015 -3.226 0.022 -0.013 0.011 0.1161
H 2.693 -0.630 -2.931 -0.019 -0.004 0.009 0.0901
H 5.063 -0.929 -3.490 0.004 -0.005 0.002 0.1151
H 6.376 -2.729 -2.415 -0.004 0.004 0.001 0.1165
H 5.308 -4.216 -0.759 -0.006 0.000 -0.003 0.1182
H 2.935 -3.922 -0.178 -0.007 -0.008 0.013 0.1076
H 0.324 -2.000 1.683 -0.005 -0.004 -0.008 0.0801
H -0.414 -3.722 3.287 -0.002 -0.007 -0.001 0.1183
H -0.710 -6.064 2.542 0.001 0.002 0.002 0.1167
H -0.257 -6.674 0.188 -0.001 0.000 0.002 0.1162
H 0.455 -4.969 -1.413 -0.003 0.005 -0.026 0.1012
I -5.987 2.090 -1.276 -0.069 -0.018 0.011 0.9809
C -3.993 2.576 -1.545 0.113 0.011 0.002 -0.7112
C -3.591 3.842 -1.956 -0.058 0.010 0.001 -0.0865
C -2.239 4.095 -2.082 0.037 0.000 0.014 -0.0059
C -1.329 3.085 -1.816 0.042 0.025 0.150 -0.0960
N -1.707 1.859 -1.447 -0.138 -0.210 -0.110 -0.0481
C -3.022 1.625 -1.301 0.011 0.034 -0.031 -0.2169
H -4.322 4.614 -2.157 0.006 0.004 -0.002 0.1166
H -1.879 5.072 -2.373 -0.003 0.000 0.000 0.1267
H -0.269 3.280 -1.859 0.001 -0.001 -0.033 0.0997
H -3.306 0.643 -0.945 -0.020 0.000 -0.015 0.0768
O 0.997 -1.664 -8.545 -0.037 0.037 0.019 -0.0289
C 0.874 -0.274 -8.777 0.027 -0.034 -0.026 -0.2340
N 1.232 0.420 -7.568 -0.046 0.082 0.024 0.1036
C 0.354 0.529 -6.543 0.033 -0.023 -0.061 -0.4354
O -0.808 0.174 -6.590 0.022 -0.076 0.032 0.0914
C 0.889 1.130 -5.272 -0.033 0.069 -0.019 -0.0859
C 1.720 2.234 -5.174 0.058 -0.098 0.002 0.0337
C 2.036 2.680 -3.902 0.011 0.010 0.013 0.0045
C 1.511 2.036 -2.796 -0.061 -0.013 -0.036 -0.1355
N 0.690 0.969 -2.871 -0.015 0.160 0.002 0.0119
C 0.414 0.549 -4.113 -0.012 -0.085 0.106 -0.0719
H 0.486 -2.136 -9.210 0.033 -0.006 -0.015 0.0969
H -0.149 -0.003 -9.037 -0.009 0.010 0.026 0.1331
H 1.556 0.054 -9.564 -0.010 0.002 -0.006 0.1326
H 2.208 0.583 -7.384 0.014 -0.028 -0.027 0.1468
H 2.098 2.735 -6.057 0.005 0.019 0.015 0.1345
H 2.681 3.534 -3.747 0.001 -0.005 0.001 0.1293
H 1.760 2.390 -1.814 0.018 0.039 0.038 0.0718
H -0.198 -0.323 -4.249 0.007 0.033 -0.024 0.0849
```
Forces are in eV/Å.